Arrangement one

The following is a quantum chemistry calculation of a cluster of 2 separate species, C5H6OS2 in total, from the Open Molecules 2025 dataset.

Summary:
HOMO: -8.4552 eV
E_LUMO: -0.422 eV
spin multiplicity: 1
net charge: 0

Each line ends with the Mulliken charge.
Positions of all 14 atoms, in Å:
S  0.873  -2.847  -0.672  -0.294
C  0.063  -1.419  -0.868  0.282
C  -1.304  -1.293  -0.368  -0.398
C  -1.784  -0.051  -0.107  -0.197
C  -0.958  1.032  -0.603  -0.370
C  0.216  0.925  -1.271  -0.210
O  0.704  -0.362  -1.528  -0.258
H  -1.787  -2.180  -0.010  0.390
H  -2.798  0.032  0.338  0.362
H  -1.310  2.033  -0.510  0.358
H  0.960  1.738  -1.599  0.347
S  2.817  0.782  1.927  -0.273
H  1.669  1.388  2.159  0.122
H  2.640  0.222  3.113  0.138



Arrangement two

The following is a quantum chemistry calculation of a structure of composition C5H6OS2, from the Open Molecules 2025 dataset.

Summary:
HOMO: -9.1130 eV
E_LUMO: 0.111 eV
spin multiplicity: 1
net charge: 0

Each line ends with the Mulliken charge.
Positions of all 14 atoms, in Å:
C  2.795  0.176  -0.045  -0.773
C  1.421  -0.372  -0.505  -0.219
C  0.224  -0.199  0.321  0.100
C  -2.466  -0.664  0.209  -0.571
C  -0.531  1.105  -0.121  0.402
H  3.645  0.396  -0.762  0.222
H  2.953  0.160  0.946  0.313
H  0.820  -0.604  -1.697  0.182
H  0.447  -0.029  1.436  0.373
H  -3.357  -1.063  -0.202  0.412
H  -2.669  -0.812  1.347  0.292
O  -0.026  2.237  -0.214  -0.537
S  -0.973  -1.461  -0.382  -0.095
S  -2.282  1.129  -0.331  -0.101



Arrangement three

The following is a quantum chemistry calculation of a structure of composition C5H6OS2, from the Open Molecules 2025 dataset.

Summary:
HOMO: -8.8805 eV
E_LUMO: 0.542 eV
spin multiplicity: 1
net charge: 0

Each line ends with the Mulliken charge.
Positions of all 14 atoms, in Å:
C  -0.009  2.125  0.027  -0.986
C  -0.039  0.608  -0.165  0.745
C  1.074  -0.284  -0.015  -0.028
C  0.603  -1.510  0.079  -0.214
C  -1.068  -0.201  -0.037  -0.197
H  -0.819  2.714  -0.639  0.318
H  -0.114  2.506  1.250  0.224
H  1.318  2.436  -0.436  0.249
H  3.201  0.556  1.221  0.159
H  1.141  -2.546  0.006  0.333
H  -2.893  -0.497  1.285  0.166
O  -0.675  -1.565  -0.054  -0.269
S  2.880  0.056  -0.058  -0.247
S  -2.867  0.126  -0.042  -0.254



Relative energies, unit kJ/mol: arrangement one 0.0; arrangement two 201.0; arrangement three 157.9



Arrangement one

The following is a quantum chemistry calculation of the molecule C6H8N2, from the Open Molecules 2025 dataset.

Summary:
HOMO: -6.8194 eV
E_LUMO: 1.101 eV
spin multiplicity: 1
net charge: 0

Each line ends with the Mulliken charge.
Positions of all 16 atoms, in Å:
N  -2.508  -0.855  -0.115  -0.479
C  -1.383  -0.093  -0.156  0.537
C  -1.228  1.317  0.073  -0.519
C  0.030  1.738  0.002  -0.604
N  0.772  0.649  -0.292  0.163
C  0.014  -0.497  -0.233  -0.236
C  1.309  -1.301  0.098  -0.341
C  2.095  -0.004  -0.125  -0.526
H  -2.436  -1.889  0.098  0.181
H  -3.423  -0.510  -0.223  0.170
H  -2.156  1.873  0.292  0.289
H  0.601  2.692  -0.064  0.370
H  1.636  -2.212  -0.462  0.303
H  1.301  -1.505  1.199  0.186
H  2.492  0.412  0.823  0.249
H  2.883  0.187  -0.914  0.256



Arrangement two

The following is a quantum chemistry calculation of a cluster of 2 separate species, C6H8N2 in total, from the Open Molecules 2025 dataset.

Summary:
HOMO: -8.1245 eV
E_LUMO: 0.285 eV
spin multiplicity: 1
net charge: 0

Each line ends with the Mulliken charge.
Positions of all 16 atoms, in Å:
C  0.064  -2.193  0.751  -0.686
C  0.256  -0.809  0.607  0.394
C  0.642  0.010  1.591  -0.402
C  0.669  1.293  1.266  -0.381
C  -0.001  1.465  -0.102  -0.586
C  -0.241  -0.366  -1.758  0.097
H  -0.741  -3.143  0.296  0.253
H  0.899  -2.303  1.608  0.175
H  0.861  -0.305  2.605  0.350
H  0.961  2.174  1.988  0.279
H  0.317  2.052  -1.206  0.231
H  -1.089  1.835  -0.103  0.302
H  0.200  -1.433  -1.982  0.344
H  -1.600  1.426  -2.384  0.246
N  -0.375  0.060  -0.366  -0.018
N  -0.822  0.238  -2.810  -0.599



Relative energies, unit kJ/mol: arrangement one 0.0; arrangement two 428.7



Arrangement one

The following is a quantum chemistry calculation of the molecule C6H8N2, from the Open Molecules 2025 dataset.

Summary:
HOMO: -7.6944 eV
E_LUMO: 0.556 eV
spin multiplicity: 1
net charge: 0

Each line ends with the Mulliken charge.
Positions of all 16 atoms, in Å:
C  2.594  0.517  -0.072  -0.748
C  1.436  0.057  0.234  0.421
N  1.367  -1.361  0.356  -0.643
C  0.123  -1.683  0.321  0.029
N  -0.717  -0.635  0.104  0.098
C  -2.122  -0.730  0.148  -0.988
C  0.013  0.546  0.089  0.758
C  -0.361  1.822  -0.212  -1.308
H  3.584  0.069  0.057  0.294
H  2.710  1.521  -0.529  0.196
H  -0.095  -2.696  0.161  0.376
H  -2.522  0.018  -0.614  0.304
H  -2.343  -1.667  -0.305  0.380
H  -2.604  -0.540  1.096  0.273
H  -1.340  2.080  -0.474  0.289
H  0.276  2.682  -0.362  0.270



Arrangement two

The following is a quantum chemistry calculation of the molecule C6H8N2, from the Open Molecules 2025 dataset.

Summary:
HOMO: -9.7031 eV
E_LUMO: 0.632 eV
spin multiplicity: 1
net charge: 0

Each line ends with the Mulliken charge.
Positions of all 16 atoms, in Å:
N  1.103  1.962  -0.845  -0.579
C  0.349  1.103  -0.653  0.133
C  -0.586  0.217  0.017  0.706
C  -0.163  0.236  1.573  -0.606
C  1.127  -0.639  1.055  -0.587
N  0.791  -1.313  -0.380  -0.538
C  -0.761  -1.057  -0.453  -0.391
C  -1.842  0.043  -0.884  -0.595
H  0.525  1.333  1.581  0.284
H  -0.836  -0.078  2.473  0.296
H  1.339  -1.448  1.645  0.411
H  2.028  0.141  0.971  0.297
H  0.678  -2.495  -0.281  0.304
H  -1.097  -1.410  0.486  0.309
H  -2.607  -0.328  -0.216  0.291
H  -2.021  0.332  -2.020  0.265



Relative energies, unit kJ/mol: arrangement one 0.0; arrangement two 597.0



Arrangement one

The following is a quantum chemistry calculation of a cluster of 2 separate species, C6H8N2 in total, from the Open Molecules 2025 dataset.

Summary:
HOMO (alpha / beta): -7.9923 / -8.0258 eV
E_LUMO (alpha / beta): 0.380 / 0.236 eV
spin multiplicity: 1
net charge: 0

Each line ends with the Mulliken charge.
Positions of all 16 atoms, in Å:
C  3.073  -0.135  -0.498  -0.588
C  2.332  -0.387  0.562  -0.196
C  1.879  0.682  -0.389  0.593
C  -2.245  -0.393  0.644  -0.625
C  -1.432  -0.776  -0.572  -0.458
C  -0.861  0.256  0.326  -0.192
N  1.299  1.667  -0.740  -0.521
N  -0.647  1.597  -0.022  -0.597
H  3.945  -0.507  -0.991  0.360
H  2.211  -0.802  1.495  0.401
H  -3.041  0.210  0.503  0.314
H  -2.296  -0.876  1.582  0.240
H  -0.995  -1.879  -0.614  0.197
H  -2.108  -0.529  -1.362  0.275
H  -0.143  0.069  1.012  0.510
H  -0.972  1.800  -0.935  0.287



Arrangement two

The following is a quantum chemistry calculation of the molecule C6H8N2, from the Open Molecules 2025 dataset.

Summary:
HOMO: -8.7218 eV
E_LUMO: 1.130 eV
spin multiplicity: 1
net charge: 0

Each line ends with the Mulliken charge.
Positions of all 16 atoms, in Å:
C  0.173  1.770  0.006  -0.273
N  -1.130  1.602  -0.003  -0.638
N  -1.352  0.350  -0.516  0.078
C  -2.303  -0.644  0.074  -0.289
C  -0.721  -0.790  0.045  -0.635
C  0.651  -0.879  -0.559  -0.054
C  1.709  -0.461  0.410  -0.689
C  1.074  0.632  -0.485  -0.140
H  0.531  2.714  0.401  0.448
H  -2.646  -0.549  1.066  0.391
H  -2.883  -1.293  -0.697  0.225
H  -0.382  -0.574  0.963  0.299
H  1.157  -1.555  -1.322  0.335
H  1.622  -0.524  1.515  0.215
H  2.691  -0.761  0.266  0.289
H  1.810  0.960  -1.163  0.439



Arrangement three

The following is a quantum chemistry calculation of a cluster of 2 separate species, C6H8N2 in total, from the Open Molecules 2025 dataset.

Summary:
HOMO: -8.4465 eV
E_LUMO: 0.694 eV
spin multiplicity: 1
net charge: 0

Each line ends with the Mulliken charge.
Positions of all 16 atoms, in Å:
H  1.470  -0.503  -1.842  0.187
N  0.883  -0.176  -1.078  -0.576
C  1.506  0.267  -0.073  0.081
C  2.997  0.361  0.105  -1.182
C  0.748  0.740  1.036  -0.407
C  0.128  1.143  1.981  0.500
H  3.301  -0.227  0.970  0.293
H  3.517  -0.003  -0.780  0.354
H  3.280  1.397  0.291  0.293
H  -0.422  1.494  2.804  0.419
C  -2.355  -0.007  -0.879  -0.816
C  -3.101  -1.010  -0.554  0.660
N  -3.807  -1.993  -0.434  -0.494
H  -2.775  0.966  -1.051  0.244
H  -1.287  -0.113  -0.971  0.172
H  -4.084  -2.336  0.476  0.272



Arrangement four

The following is a quantum chemistry calculation of the molecule C6H8N2, from the Open Molecules 2025 dataset.

Summary:
HOMO: -8.8933 eV
E_LUMO: 0.991 eV
spin multiplicity: 1
net charge: 0

Each line ends with the Mulliken charge.
Positions of all 16 atoms, in Å:
N  -2.356  -1.162  -0.660  -0.551
C  -1.767  -0.637  0.173  0.397
C  -0.813  0.009  0.988  -0.241
N  -0.718  1.402  0.293  -0.478
C  0.423  1.358  -0.732  -0.539
C  0.690  -0.269  -0.672  -0.140
C  1.228  -1.497  -0.112  -0.182
C  0.646  -0.548  0.870  -0.513
H  -1.137  0.280  1.974  0.392
H  -1.413  1.961  -0.170  0.264
H  1.082  1.926  -0.013  0.282
H  0.137  1.928  -1.742  0.295
H  -0.196  -0.671  -1.017  0.130
H  2.468  -1.756  -0.088  0.217
H  0.530  -2.299  -0.616  0.238
H  1.196  -0.023  1.525  0.428



Relative energies, unit kJ/mol: arrangement one 421.9; arrangement two 201.4; arrangement three 0.0; arrangement four 269.3